The following is a DFT calculation (ωB97M-V with the def2-TZVPD basis set) of a cluster of 3 separate species, C14H20B2N4O14P in total in a non-equilibrium geometry.

Output
LUMO energy ... -4.88 eV
E_tot ... -60104.627 eV
Total charge ... +1
HOMO energy ... -11.860 eV

Cartesian coordinates (Å):
C (4.14762, 1.60563, -3.39464)
B (2.31951, -3.13394, 1.93371)
C (-6.16686, 2.40219, -2.02285)
H (-3.22824, -3.63457, 2.60692)
H (-4.61026, -0.68191, -1.77894)
H (-7.81540, 0.75335, -2.41224)
C (-3.80714, 2.71739, -1.48881)
O (-2.71118, 3.51293, -1.20922)
H (-2.37966, -0.16171, 1.09032)
C (4.67996, -0.91567, -2.16283)
H (0.61693, -3.65986, 3.13607)
H (2.21352, 1.54688, -2.53313)
H (-5.16699, 4.32521, -1.71717)
O (-7.27569, 2.86711, -2.26234)
H (6.61840, -0.85105, -3.01470)
C (-3.60263, 1.24303, -1.51246)
H (-0.84153, -2.01019, 0.48122)
C (5.45693, 0.91930, -3.57014)
N (1.75319, -2.08004, 0.99452)
H (0.53178, -0.49246, 3.74622)
O (0.02985, 2.33750, 2.59616)
C (5.65527, -0.37154, -2.89318)
O (-3.48703, -2.81882, 2.07672)
N (1.65889, -3.62713, 3.22131)
H (1.97114, -3.06237, 4.04829)
C (3.36050, -0.24245, -2.00978)
H (4.01136, -2.30758, -1.06128)
O (2.12433, 1.56919, 0.88747)
H (4.82376, 3.00809, -4.47818)
C (-4.76955, 0.38904, -1.78244)
O (4.85993, -2.12743, -1.52145)
O (-2.48622, 0.77918, -1.30600)
H (0.00155, 2.73362, 3.51626)
H (-2.05546, -1.13697, 4.55020)
H (4.18405, -3.80141, 2.39853)
N (-0.59726, -1.38376, 1.29484)
C (-5.96786, 0.92638, -2.01918)
O (2.50959, 1.87510, 3.52011)
C (3.17099, 1.06004, -2.66720)
O (2.47716, -0.77596, -1.34789)
P (1.43028, 1.31086, 2.46348)
B (-2.77946, -1.70026, 2.73009)
O (3.97723, 2.83072, -4.01296)
H (2.26112, 2.58074, 0.84108)
O (3.61320, -3.80536, 1.57387)
O (-2.94851, -1.47634, 4.20727)
N (1.16283, -0.39618, 2.90330)
H (-1.41149, 0.16540, 2.74485)
O (-7.06987, 0.13001, -2.27114)
C (-1.73483, -0.64908, 1.96886)
C (0.69390, -1.24102, 1.73938)
O (6.32889, 1.43712, -4.25985)
H (-1.96422, 2.88981, -1.07404)
H (1.23830, -2.62584, 0.24192)
C (-5.00460, 3.25505, -1.72894)

Cartesian forces (eV/Å) of the 2 atoms listed first:
-0.727 1.917 -0.767
2.946 -2.208 1.207

The following is a DFT calculation (ωB97M-V with the def2-TZVPD basis set) of a structure of composition C14H20BBr10F6O9PV in a non-equilibrium geometry.

Output
LUMO energy (spin up / spin down) ... 1.68 / 1.57 eV
E_tot ... -785667.384 eV
2S+1 ... 3
Total charge ... -1
HOMO energy (spin up / spin down) ... -6.867 / -7.690 eV

Cartesian coordinates (Å):
H (-17.88887, 22.11780, 11.49394)
O (-17.16772, 24.68462, 0.46737)
C (-22.29008, 25.39376, 9.31271)
Br (-20.71510, 23.53972, 3.91209)
B (-18.38182, 25.18034, 1.12877)
H (-16.12359, 20.21920, 12.30103)
Br (-21.85679, 27.06461, 2.82118)
F (-18.48502, 24.20178, 5.80876)
H (-22.09390, 24.36747, 5.93452)
C (-20.14469, 27.38712, 4.96331)
Br (-18.27192, 27.76155, 5.64915)
F (-17.97425, 22.48509, 7.29681)
F (-20.15381, 23.33328, 7.17623)
P (-18.73009, 23.99666, 7.45353)
H (-17.66403, 19.49985, 12.06188)
C (-20.32750, 27.97498, 3.59876)
F (-19.49106, 25.40770, 7.54920)
F (-18.78080, 23.72487, 9.06233)
H (-20.34110, 25.89726, 10.08803)
H (-16.39870, 28.57433, 11.07417)
H (-20.88600, 27.89389, 5.58116)
H (-23.21522, 24.26793, 4.51899)
C (-22.37566, 23.80950, 5.04156)
H (-22.98942, 21.66769, 4.69344)
F (-17.24769, 24.62379, 7.60629)
H (-20.27043, 26.30439, 4.96408)
C (-20.39033, 24.96233, 0.08684)
H (-16.84568, 27.34825, 12.19269)
C (-17.38857, 21.42968, 10.81256)
H (-17.68701, 27.34348, 9.24462)
O (-18.08681, 25.20862, 2.55555)
O (-20.52952, 27.35448, -0.46264)
O (-18.71262, 26.48114, 0.60494)
C (-17.00112, 24.51960, 2.76174)
H (-17.95038, 25.94575, 10.20261)
O (-15.35571, 23.50335, 1.24117)
O (-15.18113, 23.19766, 6.71368)
C (-22.86105, 22.40099, 5.48961)
H (-23.18817, 24.80908, 9.51190)
H (-19.45896, 27.72459, 2.98963)
V (-16.49295, 23.07916, 5.85959)
C (-16.89977, 20.08288, 11.54800)
Br (-21.25337, 23.90754, 11.52453)
H (-21.66963, 26.42954, 11.10809)
Br (-15.39564, 26.39252, 9.79575)
C (-21.32739, 25.62164, 10.46135)
Br (-15.81631, 22.44308, 10.03912)
C (-16.35059, 24.20240, 1.40364)
Br (-24.51013, 22.56138, 6.45337)
Br (-22.74306, 26.98475, 8.26477)
Br (-18.81774, 28.72290, 11.67860)
Br (-16.17065, 18.85513, 10.15128)
O (-19.51423, 24.28940, 0.74261)
C (-17.14860, 27.80296, 11.24951)
O (-21.43688, 24.47658, -0.38770)
C (-19.90423, 26.42168, 0.01133)
O (-16.57826, 24.17552, 3.86544)
H (-20.47384, 29.04647, 3.73506)
H (-21.68563, 24.70512, 8.72235)
C (-17.29553, 26.81242, 10.11228)
H (-18.02597, 21.15107, 9.97340)
H (-22.07814, 21.98820, 6.12582)

Cartesian forces (eV/Å) of the 2 atoms listed first:
0.098 -0.136 -0.074
1.186 -0.557 1.011

The following is a DFT calculation (ωB97M-V with the def2-TZVPD basis set) of a structure of composition C14H20BrMnN4O2 in a non-equilibrium geometry.

Output
Energy above the lowest of the compared OMol25 structures with the same formula, charge and spin ... 0.000 eV
LUMO energy (spin up / spin down) ... -3.22 / -3.38 eV
E_tot ... -126257.644 eV
2S+1 ... 6
Total charge ... +1
HOMO energy (spin up / spin down) ... -11.558 / -11.576 eV

Cartesian coordinates (Å):
H (-2.75754, -5.42293, 0.66469)
H (0.09611, 5.88783, 1.02464)
H (0.24233, 0.53248, -2.44823)
H (2.20647, -0.15299, -3.81057)
H (-1.91977, -0.00590, -0.24889)
Mn (1.12174, 0.02958, 0.35548)
H (-3.26900, 0.90527, 0.47603)
H (-0.46522, -2.82943, -0.78787)
C (-0.66980, 4.03639, 0.28968)
O (4.81584, 1.18852, -0.84234)
C (-0.58101, -2.83435, 0.29047)
C (3.83096, 0.48721, -0.82661)
N (0.97357, -0.07714, -2.07745)
H (-2.01307, 0.21149, 1.51979)
H (-2.14835, -4.44253, 2.81278)
C (-1.42261, -3.76052, 0.89574)
H (0.70906, -1.03591, -2.31407)
C (-2.20500, -4.70745, 0.05080)
H (1.35359, 3.37986, 0.24814)
C (-1.40265, 1.94223, 0.43964)
C (-1.82298, 3.27311, 0.38787)
Br (0.97561, -0.48471, 3.13763)
C (-0.77467, -2.80441, 3.00503)
H (3.21807, -1.39600, -1.71631)
H (-2.83490, 3.64041, 0.41977)
H (-2.92224, -4.15695, -0.57005)
H (-0.01678, 5.77979, -0.74663)
N (0.35912, 3.16906, 0.28100)
C (-2.20163, 0.69222, 0.55103)
H (-1.49355, 5.97491, 0.23097)
H (-0.81395, -2.75680, 4.08850)
C (2.24276, 0.22853, -2.77673)
H (-1.53903, -5.25523, -0.62630)
N (0.11191, -1.90430, 0.95901)
N (-0.06564, 1.88856, 0.37378)
C (0.00119, -1.91064, 2.29345)
C (3.45017, -0.37977, -2.06138)
H (2.35893, 1.32046, -2.81932)
C (-1.50840, -3.74028, 2.28706)
H (4.31032, -0.39738, -2.73105)
O (2.97968, 0.38556, 0.12689)
C (-0.50965, 5.50217, 0.19392)

Cartesian forces (eV/Å) of the 2 atoms listed first:
0.097 0.081 -0.153
-0.151 -0.046 -0.201

The following is a DFT calculation (ωB97M-V with the def2-TZVPD basis set) of a cluster of 2 separate species, C14H20F14N4O2S in total in a non-equilibrium geometry.

Output
LUMO energy ... -2.17 eV
E_tot ... -73762.473 eV
Total charge ... 0
HOMO energy ... -6.395 eV

Cartesian coordinates (Å):
S (-5.65454, -0.13428, -0.99190)
N (0.63581, -1.48998, -1.08146)
H (5.75080, -2.16538, 1.95609)
C (4.31753, -0.77098, -1.72029)
F (-6.60556, 2.19764, -0.05229)
H (0.12414, -0.03348, 3.35711)
N (6.02828, -0.63920, 0.34818)
H (5.78978, 1.16221, 1.65366)
F (-6.18363, 2.14200, -2.29044)
H (4.48972, -0.39210, -2.80313)
F (-2.95059, 3.73178, 0.75209)
C (5.16988, -1.47425, 1.25148)
F (-5.76231, -0.24729, 0.68135)
H (4.50473, -1.90394, -1.70972)
N (0.14359, -0.61088, 1.27603)
F (-1.08260, 2.21638, 1.28422)
F (-1.48209, 0.97394, -0.61228)
C (-3.39682, 2.37972, 0.43198)
C (-4.20568, 2.46073, -0.92635)
H (1.04460, 1.17353, 2.19740)
C (0.81756, 0.06058, 2.45049)
O (5.22376, 1.34733, -0.83189)
C (-1.28935, -1.03305, 1.22757)
C (-2.35023, 0.14629, 1.51889)
C (2.78379, -0.42757, -1.34995)
F (-5.79283, -1.83421, -1.04663)
H (7.37389, 1.01203, 0.59564)
F (-5.62899, -0.12578, -2.72989)
H (7.08870, -0.06869, 2.12045)
C (1.96674, -1.74551, -1.78527)
F (-3.44496, 2.26139, -2.14228)
F (-3.97392, -0.33165, -1.03378)
H (1.84352, -0.44631, 2.65019)
H (2.32221, 0.62752, 0.25042)
F (-6.06148, -0.14934, -4.47199)
H (-2.21914, 0.50561, 2.60346)
F (-7.36620, -0.06072, -1.12725)
C (-5.62404, 1.72106, -1.01855)
H (2.27831, 0.39980, -1.97806)
F (-4.58358, 3.87387, -1.06180)
H (1.94011, -2.07745, -2.88021)
C (0.94416, -0.83110, 0.20267)
H (4.44015, -2.15724, 0.65250)
H (4.47307, -0.73234, 1.82011)
C (6.59528, 0.45046, 1.22250)
H (-1.60584, -1.53589, 0.24236)
C (5.25026, 0.06107, -0.69231)
O (0.18677, -2.80720, -0.99156)
F (-4.25026, 2.04927, 1.56690)
H (2.40940, -2.57768, -1.10051)
H (-3.39535, -0.30743, 1.40401)
C (-2.11265, 1.45711, 0.56743)
N (2.38639, -0.41402, 0.12220)
H (-1.45103, -1.83677, 2.05441)
H (0.15076, -3.04965, -0.03202)

Cartesian forces (eV/Å) of the 2 atoms listed first:
-3.130 -3.759 -3.311
1.884 0.546 1.604

- total charge of number 4 (C14H20F14N4O2S)?
  0